[1]
{"formula": "C5H6O", "method": "ωB97M-V with the def2-TZVPD basis set", "species": ["C", "C", "C", "C", "C", "O", "H", "H", "H", "H", "H", "H"], "xyz": [[1.9228, -1.1424, -0.6758], [0.9896, -0.7238, -0.0419], [-0.1933, -0.1158, 0.5775], [-0.1360, 1.4065, 0.3534], [-1.4285, -0.7427, -0.0824], [-1.6600, -0.6444, -1.2593], [2.7496, -1.4979, -1.2489], [-0.2282, -0.3335, 1.6526], [0.7086, 1.8209, 0.9117], [0.0176, 1.6092, -0.7091], [-1.0527, 1.9058, 0.6820], [-2.1051, -1.3173, 0.5827]], "forces_ev_per_angstrom": [[-0.3306, 0.1536, 0.2913], [0.4681, -0.1998, -0.2804], [0.0873, 0.0028, -0.0056], [-0.0277, 0.1124, -0.0276], [-0.0792, 0.0379, -0.4593], [0.0203, 0.0350, 0.5264], [-0.1115, 0.0014, 0.1386], [0.0566, -0.0256, -0.1929], [-0.1349, -0.0562, -0.1017], [-0.0890, -0.0122, 0.1472], [0.0912, -0.1300, -0.0065], [0.0495, 0.0807, -0.0296]], "de_lowest_kcal_mol": 45.8, "smiles": "C#C[C@@H](C)C=O", "e_lumo_ev": [0.83, 0.83]}

***

[2]
{"formula": "C2H4N2O8S2", "method": "ωB97M-V with the def2-TZVPD basis set", "species": ["C", "C", "N", "N", "O", "O", "O", "O", "O", "O", "O", "O", "S", "S", "H", "H", "H", "H"], "xyz": [[2.4257, 0.0300, -0.2228], [-2.1501, -0.3798, -0.5370], [1.4113, 0.8254, 0.2705], [-3.1181, -1.0746, -0.7744], [-2.8980, 2.1077, 0.0077], [1.4921, -0.4226, 2.5309], [2.8656, 0.2131, -1.3727], [-0.7287, 1.8334, -1.2290], [-2.8540, 1.4051, -2.2700], [2.7292, -2.4904, 2.0439], [3.0671, -0.7119, 0.6598], [0.7529, -1.9430, 0.9245], [-2.1076, 1.3842, -1.0061], [1.8960, -1.4420, 1.6231], [-1.3078, -0.8733, 0.0094], [0.8012, 1.2701, -0.4546], [1.2859, 0.8167, 1.3144], [-3.5627, -0.5482, -1.5176]], "forces_ev_per_angstrom": [[-0.1231, 4.6974, -2.7513], [8.8722, 2.6893, 2.9732], [0.7001, -0.3395, -0.3815], [-7.2524, -2.0280, -1.4456], [1.1082, -0.2364, -0.0693], [0.4113, 1.3308, 2.2225], [-0.4539, -1.1983, 1.2568], [-0.6486, -0.6018, 0.7860], [-0.0861, -0.9124, -0.2230], [1.8908, -2.0512, 2.0549], [-1.1182, -0.9090, 0.0919], [-0.5351, 0.0281, -1.7537], [-1.3799, 1.6364, 0.1833], [-0.5481, -1.4953, 0.0528], [0.3898, 1.0718, -0.7445], [0.5035, -0.4414, 1.2952], [-0.4573, 0.1306, -1.8660], [-1.2733, -1.3709, -1.6817]], "e_lumo_ev": [5.75, 3.37], "total_charge": -2, "spin_multiplicity": 3}

***

[3]
{"formula": "C21H41BN3O10P", "method": "ωB97M-V with the def2-TZVPD basis set", "species": ["H", "N", "C", "C", "C", "C", "B", "O", "O", "C", "C", "C", "O", "N", "C", "C", "N", "C", "C", "C", "O", "C", "O", "C", "C", "P", "O", "O", "O", "H", "H", "H", "H", "H", "H", "H", "H", "H", "H", "H", "H", "H", "H", "H", "H", "H", "H", "H", "H", "H", "H", "H", "H", "H", "H", "H", "H", "C", "C", "C", "O", "H", "H", "H", "H", "H", "H", "C", "C", "C", "O", "H", "H", "H", "H", "H", "H"], "xyz": [[2.5273, -4.6711, -1.1143], [2.9739, -3.8126, -0.7917], [2.1630, -3.1114, -0.1032], [0.7477, -3.5269, 0.2162], [2.6970, -1.8070, 0.4472], [2.8611, -0.6323, -0.6044], [4.4077, -0.7611, -1.0168], [4.7551, -0.9746, -2.3440], [5.3391, -0.6476, -0.0483], [6.6433, -1.2054, -0.2349], [7.6430, -0.1423, -0.6877], [1.8480, -0.9970, -1.6933], [2.0075, -1.5695, -2.7303], [0.5826, -0.4958, -1.2332], [0.9077, 0.8867, -0.8571], [0.7514, 1.6344, -2.2040], [0.6366, 3.1036, -2.1582], [2.3196, 0.7707, -0.1179], [2.2450, 0.9285, 1.4399], [0.8850, 0.8977, 2.1047], [0.1354, -0.2977, 1.8068], [-1.0923, -0.2757, 2.4410], [-1.1631, -0.3684, 3.6337], [-2.2580, -0.1344, 1.5191], [-2.4833, -1.3546, 0.6149], [3.4888, 2.1216, -0.5256], [4.7303, 2.1259, 0.2644], [3.7904, 2.1476, -2.0927], [2.5895, 3.4085, -0.2217], [0.4039, -3.0429, 1.1316], [0.7041, -4.6042, 0.3662], [0.0646, -3.2252, -0.5807], [2.1126, -1.5070, 1.3096], [3.6872, -2.0680, 0.8198], [4.6732, -1.8970, -2.6157], [6.9293, -1.5869, 0.7460], [6.6136, -2.0607, -0.9098], [8.2153, -0.4466, -1.5616], [8.3518, 0.0750, 0.1127], [7.1089, 0.7867, -0.8860], [0.1824, -1.0254, -0.4711], [0.0843, 1.2513, -0.2451], [1.5241, 1.3519, -2.9213], [-0.1782, 1.2211, -2.5968], [0.4358, 3.4094, -1.2153], [-0.1619, 3.3744, -2.7185], [2.6546, 1.8968, 1.7357], [2.9102, 0.1993, 1.8959], [1.0270, 0.9713, 3.1847], [0.2897, 1.7664, 1.8011], [-2.1188, 0.7470, 0.8916], [-3.1292, 0.0054, 2.1568], [-2.3466, -2.2969, 1.1485], [-1.8522, -1.3481, -0.2722], [-3.5133, -1.3429, 0.2564], [3.6392, 1.3164, -2.5627], [2.9907, 4.1728, -0.6614], [-6.9160, -2.5703, 0.6487], [-6.3479, -2.5014, -0.7487], [-7.1798, -3.1100, -1.8506], [-5.2785, -1.9849, -0.9729], [-6.2277, -2.1023, 1.3485], [-7.8774, -2.0558, 0.6879], [-7.0729, -3.6105, 0.9380], [-8.1507, -2.6150, -1.9030], [-7.3463, -4.1699, -1.6520], [-6.6650, -2.9975, -2.8012], [-5.5326, 3.4098, 1.0795], [-4.0582, 3.6360, 1.3084], [-3.6715, 4.8719, 2.0825], [-3.2287, 2.8619, 0.8917], [-5.6772, 2.4924, 0.5141], [-6.0516, 3.3329, 2.0362], [-5.9583, 4.2478, 0.5254], [-4.1231, 4.8478, 3.0755], [-4.0284, 5.7640, 1.5655], [-2.5899, 4.9196, 2.1796]], "forces_ev_per_angstrom": [[0.0220, -0.0220, -0.0136], [-0.2029, 0.2059, 0.1764], [0.3836, -0.3172, -0.2721], [0.0897, 0.2325, 0.2779], [0.0799, -0.0911, 0.3068], [0.2155, -0.1026, -0.0841], [0.0810, 0.2125, -0.4525], [0.3952, -0.1886, 0.3170], [-0.2593, -0.6361, -0.0474], [0.3488, 0.2443, 0.2631], [0.0497, 0.0828, 0.2725], [-0.1575, 0.0110, 0.3948], [0.0000, -0.1169, 0.1416], [-0.2154, 0.1584, -0.6900], [-0.2613, -0.4039, -0.3722], [-0.2510, 0.4503, 0.0299], [-0.0367, -0.1606, 0.0544], [-0.1710, 0.4359, 0.0468], [-0.2038, -0.1110, -0.0666], [0.1165, 0.0787, 0.1795], [-0.0033, 0.2325, -0.2975], [0.0674, -0.1422, 0.3333], [0.0244, 0.0861, -0.0939], [-0.1258, -0.3600, -0.1300], [-0.2233, -0.0349, -0.0288], [0.7739, -0.3555, 0.5838], [-0.3206, -0.0042, -0.2016], [-0.3302, -0.0397, -0.0589], [0.1556, 0.1130, -0.3560], [-0.0069, -0.0083, 0.0073], [-0.1218, -0.0379, -0.1839], [0.0089, -0.1476, -0.0982], [-0.2408, 0.0725, -0.0998], [-0.0143, 0.1877, 0.1014], [-0.3502, 0.1780, -0.2314], [-0.0493, -0.0358, -0.0171], [-0.1315, 0.0925, -0.1381], [-0.1034, 0.0186, -0.0979], [0.0163, 0.0118, -0.0398], [0.0140, -0.0500, -0.1618], [0.2023, -0.0155, 0.2079], [0.3237, 0.1111, 0.3868], [0.1121, -0.0672, 0.0458], [0.0841, -0.1409, -0.0142], [0.0711, 0.0537, 0.0373], [0.0571, 0.0358, -0.0203], [0.0131, -0.0294, 0.0228], [0.0384, 0.0247, 0.0228], [-0.0140, -0.0751, 0.0118], [-0.0123, -0.0314, -0.0704], [-0.0547, 0.0841, 0.1418], [0.0023, 0.1505, -0.0582], [0.0778, 0.0165, 0.0411], [0.1089, -0.0070, 0.0562], [0.1442, 0.0133, -0.0163], [0.1258, 0.0087, -0.0727], [-0.2683, 0.1107, 0.0929], [0.1379, 0.0786, 0.0179], [-0.0415, -0.0304, 0.0104], [0.1282, 0.0506, -0.0797], [-0.0926, 0.0029, -0.0502], [0.0053, 0.0004, -0.0003], [-0.0483, -0.0717, -0.0051], [-0.0840, -0.0013, -0.0161], [-0.0428, -0.0608, 0.0432], [-0.0788, 0.0099, 0.0330], [0.0048, 0.0021, -0.0026], [0.0681, -0.1323, -0.0742], [-0.0551, 0.0417, 0.0298], [0.1445, -0.0724, -0.0350], [0.0677, 0.0220, -0.0379], [0.0040, -0.0027, -0.0028], [-0.0274, 0.0823, 0.0010], [-0.0334, 0.0400, 0.0689], [-0.0645, 0.0506, -0.0188], [-0.0704, 0.0104, 0.0487], [0.0048, -0.0014, 0.0012]], "smiles": "[H]/N=C(\\C)C[C@@]1(B(O)OCC)C(=O)N[C@H](CN)[C@]1(CCOC(=O)CC)P(=O)(O)O.CC(C)=O.CC(C)=O", "e_lumo_ev": 0.44}

***

[4]
{"formula": "C37H46GeN5NdO3S3", "method": "ωB97M-V with the def2-TZVPD basis set", "species": ["Nd", "C", "S", "C", "S", "N", "N", "C", "C", "C", "C", "C", "C", "N", "H", "H", "H", "H", "H", "H", "H", "H", "C", "N", "C", "C", "S", "N", "C", "C", "H", "H", "H", "H", "H", "H", "H", "H", "H", "H", "H", "H", "O", "C", "O", "C", "C", "Ge", "C", "C", "C", "C", "C", "C", "C", "C", "C", "C", "C", "C", "C", "C", "C", "C", "C", "C", "H", "H", "H", "H", "H", "H", "H", "H", "H", "H", "H", "H", "H", "H", "H", "H", "H", "H", "H", "C", "C", "C", "O", "H", "H", "H", "H", "H", "H", "H"], "xyz": [[-0.7750, -0.5449, 0.6918], [-0.9260, -2.4817, -4.8616], [0.6885, -2.0941, -4.1469], [0.2902, -1.4496, -2.5647], [-1.3012, -1.5132, -1.9720], [1.3753, -0.9451, -2.0178], [1.2820, -0.4546, -0.7667], [2.3729, 0.0668, -0.3205], [2.4504, 0.6327, 1.0090], [3.6063, 1.3008, 1.4188], [3.6467, 1.8823, 2.6700], [2.5224, 1.8016, 3.4801], [1.4180, 1.1124, 3.0078], [1.3738, 0.5269, 1.8124], [-0.7550, -2.6259, -5.9263], [-1.5964, -1.6440, -4.6944], [-1.3376, -3.3819, -4.4133], [3.2508, 0.1125, -0.9600], [4.4501, 1.3539, 0.7444], [4.5370, 2.4000, 3.0017], [2.5031, 2.2632, 4.4568], [0.5167, 1.0309, 3.6027], [3.2449, -4.7663, 0.2380], [2.7474, -4.6425, 1.5985], [2.8052, -5.8891, 2.3548], [1.7283, -3.7626, 1.8560], [0.7535, -3.2090, 0.6038], [1.5885, -3.3990, 3.1498], [0.4110, -2.7217, 3.6515], [2.6816, -3.4772, 4.1017], [4.2039, -5.2841, 0.2762], [3.3846, -3.7776, -0.1913], [2.5594, -5.3249, -0.4057], [2.4771, -6.7179, 1.7206], [2.1427, -5.8464, 3.2149], [3.8236, -6.0910, 2.6929], [-0.3780, -2.7334, 2.9080], [0.6361, -1.6860, 3.9165], [0.0458, -3.2399, 4.5420], [3.6009, -3.7736, 3.6066], [2.4634, -4.1856, 4.9052], [2.8316, -2.4911, 4.5486], [-1.3630, 0.0339, 2.8922], [-2.4008, -0.5349, 2.4792], [-2.3095, -1.6659, 1.9012], [-3.7630, 0.1370, 2.5454], [-4.6854, -0.2787, 1.3799], [-5.3066, -2.1718, 1.6277], [-4.6227, -3.8567, 0.8586], [-5.2481, -5.0256, 1.2934], [-4.8995, -6.2577, 0.7625], [-3.9264, -6.3368, -0.2258], [-3.3079, -5.1799, -0.6744], [-3.6528, -3.9536, -0.1260], [-5.4470, -2.4468, 3.5788], [-6.2860, -1.6217, 4.3287], [-6.4680, -1.8338, 5.6874], [-5.8055, -2.8776, 6.3185], [-4.9420, -3.6858, 5.5935], [-4.7625, -3.4662, 4.2344], [-7.1755, -2.2411, 0.9391], [-8.2788, -2.5631, 1.7255], [-9.5473, -2.6625, 1.1690], [-9.7317, -2.4440, -0.1874], [-8.6417, -2.1321, -0.9882], [-7.3789, -2.0311, -0.4252], [-3.5630, 1.2081, 2.5495], [-4.2259, -0.1360, 3.4967], [-4.1529, -0.1252, 0.4401], [-5.5766, 0.3490, 1.3630], [-6.0213, -4.9613, 2.0523], [-5.3939, -7.1566, 1.1105], [-3.6581, -7.2980, -0.6463], [-2.5589, -5.2288, -1.4558], [-3.1675, -3.0577, -0.4752], [-6.8128, -0.8097, 3.8366], [-7.1330, -1.1936, 6.2539], [-5.9541, -3.0553, 7.3762], [-4.4160, -4.4949, 6.0855], [-4.0879, -4.0966, 3.6655], [-8.1442, -2.7449, 2.7855], [-10.3937, -2.9147, 1.7963], [-10.7214, -2.5155, -0.6205], [-8.7773, -1.9722, -2.0507], [-6.5272, -1.7951, -1.0569], [-1.7151, 1.9130, -2.1622], [-1.6718, 2.2910, -0.6787], [-0.3739, 3.0533, -0.3823], [-1.8058, 1.1811, 0.1522], [-1.7265, 2.8111, -2.7823], [-2.6158, 1.3328, -2.3630], [-0.8450, 1.3090, -2.4245], [-2.5163, 2.9798, -0.5039], [0.4743, 2.3661, -0.4594], [-0.3994, 3.4588, 0.6310], [-0.2333, 3.8693, -1.0917]], "forces_ev_per_angstrom": [[2.2371, -0.2488, -1.7259], [0.2115, 0.0386, 0.2551], [-0.0162, 0.0285, -0.2086], [0.1001, 0.1521, 0.2884], [-0.1133, -0.2848, 0.0909], [0.4178, -0.1967, -0.6429], [0.4775, 0.2983, -0.1114], [-0.2012, -0.2187, -0.4938], [-0.0362, 0.2696, 0.4779], [-0.0706, -0.1855, -0.1638], [-0.1131, 0.0073, 0.0466], [0.1974, -0.0102, -0.0620], [-0.1568, 0.0091, 0.1354], [0.1604, 0.1082, -0.2247], [0.0127, -0.0267, -0.0093], [-0.0787, -0.0241, -0.0938], [-0.0668, 0.0032, -0.0408], [-0.0005, -0.0883, -0.0323], [0.0158, 0.0166, 0.0049], [-0.0118, 0.0237, 0.0164], [-0.0487, -0.0260, 0.0132], [-0.0005, -0.0334, -0.0241], [-0.0258, 0.0154, -0.0448], [-0.0115, -0.0389, -0.0489], [0.0587, 0.0201, 0.0504], [-0.1038, 0.1435, 0.0601], [0.0534, -0.2286, 0.0320], [0.0835, -0.1119, -0.1105], [-0.1581, -0.0276, 0.0042], [0.0686, -0.0176, 0.0887], [0.0019, 0.0070, 0.0154], [0.0076, -0.0289, -0.0409], [-0.0055, -0.0109, 0.0240], [0.0062, 0.0159, -0.0123], [0.0352, 0.0080, 0.0106], [-0.0189, -0.0317, 0.0234], [-0.0271, -0.0349, -0.0085], [0.0104, 0.0088, -0.0341], [0.0638, 0.0368, 0.0373], [-0.0210, 0.0095, -0.0168], [0.0072, 0.0049, -0.0004], [-0.0477, -0.0039, 0.0141], [-0.2845, 0.2954, 0.5099], [-1.9852, -0.2811, 1.9407], [-0.8792, -0.2956, 0.1707], [0.1478, -0.0312, -0.2399], [0.5644, -0.6374, 0.3031], [-0.7095, -0.0021, 0.1143], [0.0964, 0.3966, 0.1575], [-0.0687, 0.1080, 0.0418], [-0.0162, -0.0273, 0.0057], [-0.0050, 0.0114, 0.0077], [0.0589, -0.1008, -0.0876], [0.0105, 0.1095, 0.0055], [0.0509, 0.0566, -0.2569], [0.0053, -0.0419, -0.0330], [-0.0370, 0.0257, 0.0351], [0.0636, 0.0073, 0.0318], [-0.0059, -0.0218, 0.0283], [0.0342, 0.0128, -0.0899], [0.2801, 0.0976, 0.1208], [0.1014, 0.0015, 0.0202], [-0.0599, -0.0084, 0.0150], [-0.0295, 0.0104, -0.0055], [-0.0003, 0.0231, -0.0405], [0.0946, 0.0230, 0.0418], [-0.1115, 0.0379, 0.0108], [0.1194, 0.1033, 0.0956], [-0.1021, -0.0165, -0.0794], [-0.0571, -0.0885, 0.0309], [-0.0207, -0.0952, -0.0200], [0.0031, 0.0113, 0.0103], [-0.0002, 0.0105, -0.0069], [0.0200, 0.0256, 0.0399], [0.1931, 0.1216, -0.1358], [-0.0451, 0.0015, 0.0498], [0.0032, 0.0076, -0.0087], [-0.0077, 0.0090, 0.0022], [0.0103, 0.0093, 0.0024], [-0.0113, -0.0470, 0.0575], [-0.0578, -0.0160, 0.0070], [-0.0006, 0.0035, 0.0022], [0.0019, -0.0221, -0.0038], [0.0029, 0.0141, 0.0033], [-0.0567, -0.0024, -0.0682], [-0.1065, 0.0149, 0.3151], [-0.1379, 0.6317, -0.5312], [-0.2929, -0.1953, 0.2190], [0.0703, 0.4121, -0.2031], [0.0125, 0.0144, -0.0119], [0.0416, -0.0451, -0.0892], [-0.0069, -0.0096, -0.0674], [0.0760, -0.0616, 0.0919], [0.0349, 0.0499, -0.0775], [0.0672, 0.0100, 0.0085], [0.0386, 0.0326, 0.0214]], "de_lowest_kcal_mol": 5.3, "e_lumo_ev": [-0.71, -0.70], "spin_multiplicity": 4}

***

[5]
{"formula": "C4H13NO2", "method": "ωB97M-V with the def2-TZVPD basis set", "species": ["C", "C", "C", "C", "N", "H", "H", "H", "H", "H", "H", "H", "H", "H", "H", "H", "O", "H", "H", "O"], "xyz": [[1.1144, -2.6446, 0.3632], [1.1611, -1.1170, 0.2418], [0.6672, -0.6033, -1.1052], [0.4868, 1.8044, -1.6676], [0.2300, 0.7740, -1.0330], [1.6828, -2.9157, 1.2505], [0.0848, -2.9522, 0.4968], [1.5257, -3.0982, -0.5354], [2.1909, -0.8387, 0.4072], [0.6127, -0.6768, 1.0838], [-0.2292, -1.1477, -1.3840], [1.2787, -0.7896, -1.9767], [0.9173, 1.7066, -2.6719], [0.0328, 2.7730, -1.4585], [-1.3763, -0.9378, 1.0634], [-2.8055, -1.0870, 1.5085], [-2.0155, -1.6156, 1.3024], [-1.4691, 2.9565, 0.4208], [-1.0848, 2.7806, 1.7881], [-0.9116, 3.4131, 1.0718]], "forces_ev_per_angstrom": [[-0.3538, 0.6708, -0.1576], [0.7154, -0.3520, 0.5147], [-2.0474, -0.7150, 1.2255], [-1.4921, 0.4355, -0.3473], [1.8672, -0.1000, -1.2912], [0.0204, -0.2331, -0.1641], [-0.1590, -0.3271, -0.0324], [0.1364, -0.2524, 0.1120], [0.3605, 0.4891, -0.1464], [-0.0719, 0.0792, -0.3482], [-0.4915, -0.2570, 0.2011], [0.9244, 0.6406, -0.2157], [0.5129, -0.1353, 0.1268], [0.2795, 0.1038, 0.5294], [0.0841, -0.0896, 0.0957], [0.1501, -0.4926, 0.0151], [-0.3173, 0.5995, -0.0894], [-0.0658, 0.7483, -0.2517], [0.4523, 0.6171, 0.5132], [-0.5043, -1.4299, -0.2893]], "de_lowest_kcal_mol": 59.3, "e_lumo_ev": [-5.29, -8.77], "total_charge": 1, "spin_multiplicity": 2}

***

Molar mass? In order: 82.10; 248.19; 537.36; 921.86; 107.15 g mol⁻¹.